C4H5NO in the gas phase. Source: OMol25; level of theory: wB97M-V/def2-TZVPD.

Each line ends with the natural charge from an NBO analysis.
Cartesian coordinates (Å):
O -1.4663 0.3017 -0.4087  -0.449
N 0.5073 -2.6489 -0.6728  -0.293
C 0.9291 0.8738 -0.4462  -0.616
C 0.1910 -1.5388 -0.5672  0.253
C -1.0886 -0.0449 0.9130  -0.079
C -0.1426 -0.1614 -0.2038  0.103
H 0.5449 1.8648 -0.1813  0.232
H 1.2081 0.8897 -1.5042  0.231
H -1.6077 -0.9292 1.2766  0.202
H 1.8128 0.6511 0.1563  0.227
H -0.8879 0.7421 1.6384  0.189

Cartesian forces (eV/Å) of the 2 atoms listed first:
-0.083 -0.038 -0.226
-0.371 1.338 -0.101

Summary:
energy above the lowest of the compared OMol25 structures with the same formula, charge and spin = 1.661 eV
HOMO-LUMO gap = 11.990 eV
SMILES string = C[C@@]1(C#N)CO1
maximum force = 1.4 eV Å⁻¹

=====

A molecular structure, C26H20N7O9SV. Source: OMol25; level of theory: wB97M-V/def2-TZVPD.

Each line ends with the natural charge from an NBO analysis.
Cartesian coordinates (Å):
V -0.1733 -0.1783 0.2784  1.492
S 1.7844 0.2775 2.1347  -0.268
O 2.4546 -0.5232 -2.6491  -0.608
O 1.2668 -3.7620 -6.0927  -0.379
O -1.2143 -1.2979 -0.9346  -0.751
O -2.4202 4.9323 4.2755  -0.722
O -2.5585 3.2094 5.7551  -0.715
O -3.6925 -4.0472 -2.5176  -0.379
O -2.9901 -3.2469 -0.6503  -0.362
O -0.5876 -4.8509 -6.0036  -0.375
O 1.3147 -0.5680 -0.7404  -0.792
N 3.0906 1.9770 0.4872  -0.574
N -0.7701 -1.4912 1.7978  -0.516
N 3.9597 -0.1140 0.6802  -0.561
N -0.6098 1.5520 -0.8469  -0.495
N -1.1972 1.0225 1.5726  -0.532
N 0.2055 -4.0406 -5.5754  0.540
N -2.8851 -3.4456 -1.8396  0.543
C 0.7672 -2.4756 -3.7567  -0.042
C -0.8080 -2.0092 -1.9449  0.470
C -0.7707 -3.6053 2.8770  -0.229
C -1.2977 -3.0210 4.0148  -0.124
C -1.3229 -3.6521 -3.6841  -0.123
C -1.2915 -0.9210 2.9051  0.280
C 4.9706 0.1106 -0.3387  -0.446
C -1.9175 1.3977 3.7900  -0.191
C -1.6302 -3.0070 -2.5099  -0.077
C -1.1375 3.9560 -2.0987  -0.126
C 0.4543 -1.8191 -2.5775  -0.326
C -1.9885 2.7638 3.5410  0.008
C -0.1294 -3.3606 -4.3050  -0.064
C -1.5030 0.5528 2.7888  0.148
C 1.5004 -0.9036 -2.0160  0.793
C -1.5636 -1.6603 4.0338  -0.228
C 2.2156 3.1029 0.7748  -0.419
C -1.6760 3.2266 2.2648  -0.218
C -2.4214 3.7409 4.6385  0.716
C -0.7887 2.8430 -2.8409  -0.235
C -0.5338 1.6586 -2.1766  0.085
C 3.0115 0.7624 1.0241  0.404
C -1.0227 2.6215 -0.1355  0.188
C -1.2940 2.3264 1.3025  0.237
C -1.2684 3.8431 -0.7237  -0.223
C -0.5217 -2.8034 1.7824  0.093
H 5.5448 1.0123 -0.1161  0.199
H -0.2547 0.7689 -2.7230  0.220
H -1.9766 -1.1790 4.9092  0.244
H -2.0011 -4.3852 -4.0948  0.283
H 3.7789 2.1151 -0.2333  0.405
H 3.7710 -1.0540 0.9858  0.423
H -0.1197 -3.2034 0.8618  0.219
H 5.6644 -0.7245 -0.3201  0.230
H -0.5602 -4.6637 2.8284  0.236
H 1.7199 -2.2871 -4.2312  0.264
H 1.5465 2.8316 1.5873  0.245
H -1.5082 -3.6229 4.8893  0.233
H 1.6314 3.3628 -0.1084  0.198
H -1.3313 4.9027 -2.5867  0.234
H -2.1842 1.0624 4.7852  0.266
H -1.5864 4.6784 -0.1152  0.247
H -1.7606 4.2928 2.0934  0.265
H 4.5193 0.1770 -1.3322  0.235
H 2.8071 3.9652 1.0777  0.215
H -0.7104 2.8776 -3.9178  0.239

Cartesian forces (eV/Å) of the 2 atoms listed first:
0.562 -0.342 0.130
0.005 0.205 -0.364

Summary:
HOMO-LUMO gap (spin up / spin down) = 6.788 / 6.591 eV
⟨S²⟩ = 2.01
maximum force = 1.3 eV Å⁻¹
spin multiplicity = 3

=====

Let's list E_tot in order: -7764.8655, -92666.8105 eV.